Molecular formula: C42H110ClN13O15P3
Method: DFT, ωB97M-V with the def2-TZVPD basis set

For the frontier orbital gap, the calculation gives 7.87 eV. The calculation puts the molar mass at 1165.79 g/mol. The HOMO energy comes out at -5.95 eV. The LUMO energy comes out at 1.92 eV.

The geometry in ORCA input format:
```
! RIJCOSX wB97M-V def2-TZVPD def2/J DEFGRID3
* xyz -1 1
Cl 0.189 -0.693 -0.296
O 0.406 -0.209 1.041
O 0.508 0.360 -1.147
O 1.137 -1.771 -0.490
O -1.147 -1.219 -0.500
O 6.091 -2.581 4.362
P 4.930 -2.367 3.401
N 3.897 -1.117 3.898
C 2.882 -0.506 3.000
C 3.763 -0.752 5.259
N 3.934 -3.706 3.051
C 2.971 -3.758 1.889
C 4.104 -5.005 3.791
N 5.412 -1.704 1.866
C 6.267 -0.526 1.915
C 5.714 -2.541 0.738
H 1.987 -1.120 3.101
H 3.229 -0.451 1.969
H 2.722 0.511 3.357
H 3.737 -1.628 5.908
H 2.908 -0.117 5.493
H 4.633 -0.104 5.357
H 1.965 -4.107 2.120
H 2.932 -2.778 1.414
H 3.320 -4.410 1.088
H 5.022 -5.038 4.378
H 3.272 -5.237 4.456
H 4.158 -5.786 3.033
H 5.959 0.198 2.669
H 7.319 -0.769 2.062
H 6.119 -0.117 0.915
H 6.681 -2.311 0.292
H 5.019 -2.331 -0.075
H 5.768 -3.596 1.008
O 1.351 3.651 6.261
P -0.010 3.089 6.357
N -1.178 4.237 6.889
C -0.963 5.641 6.634
C -2.586 3.862 7.245
N -0.104 1.803 7.489
C -0.236 0.416 7.216
C 0.137 2.098 8.908
N -0.618 2.465 4.857
C -2.033 1.962 4.740
C 0.341 2.025 3.823
H -1.516 5.895 5.729
H 0.097 5.787 6.428
H -1.442 6.209 7.431
H -3.090 4.810 7.437
H -2.583 3.273 8.162
H -3.167 3.258 6.548
H 0.726 -0.093 7.285
H -0.935 -0.045 7.914
H -0.529 0.178 6.193
H -0.691 1.778 9.539
H 1.075 1.650 9.236
H 0.208 3.185 8.949
H -2.409 1.542 5.673
H -2.629 2.822 4.437
H -2.128 1.354 3.840
H -0.101 2.264 2.856
H 0.469 0.943 3.792
H 1.280 2.562 3.954
O -2.269 -1.224 -6.168
P -3.510 -0.632 -5.604
N -3.785 1.059 -5.915
C -5.125 1.718 -5.825
C -2.780 1.971 -6.373
N -3.641 -0.794 -3.876
C -2.900 0.161 -3.065
C -3.822 -2.122 -3.224
N -4.912 -1.366 -6.258
C -6.189 -1.276 -5.507
C -5.011 -1.844 -7.632
H -5.588 1.424 -4.883
H -5.736 1.302 -6.626
H -5.046 2.803 -5.888
H -1.822 1.455 -6.441
H -2.613 2.795 -5.679
H -3.063 2.350 -7.355
H -2.900 1.162 -3.496
H -3.229 0.120 -2.026
H -1.862 -0.150 -2.953
H -4.605 -2.025 -2.472
H -4.185 -2.874 -3.925
H -2.885 -2.552 -2.869
H -6.750 -2.195 -5.679
H -6.152 -1.129 -4.428
H -6.805 -0.444 -5.849
H -5.839 -2.550 -7.592
H -4.094 -2.325 -7.973
H -5.189 -1.005 -8.305
O -7.372 -2.317 2.154
C -6.191 -1.937 2.007
O -5.391 -2.196 1.004
C -4.073 -1.609 1.131
C -4.307 -0.485 2.102
C -5.375 -1.112 3.012
H -3.696 -1.213 0.187
H -3.183 -2.193 1.366
H -4.768 0.385 1.633
H -3.428 -0.247 2.701
H -6.087 -0.464 3.523
H -4.829 -1.748 3.709
O -5.843 3.186 -0.132
C -4.606 3.191 -0.075
O -3.814 2.253 -0.569
C -2.445 2.436 -0.422
C -2.374 3.427 0.783
C -3.720 4.144 0.781
H -2.006 2.832 -1.338
H -1.910 1.492 -0.325
H -1.465 4.028 0.756
H -2.302 2.882 1.724
H -3.609 5.081 0.234
H -4.109 4.341 1.780
C 2.163 -0.697 -4.077
C 1.034 -1.080 -5.075
C 1.367 -2.421 -5.846
O 2.467 -2.199 -6.728
C 2.767 -3.363 -7.554
N -0.208 -1.245 -4.411
H 2.067 0.329 -3.721
H 3.111 -0.686 -4.615
H 2.355 -1.418 -3.282
H 0.956 -0.308 -5.841
H 0.529 -2.706 -6.482
H 1.641 -3.278 -5.231
H 3.082 -4.204 -6.936
H 3.679 -3.189 -8.125
H 1.946 -3.606 -8.229
H -0.363 -0.445 -3.815
H -0.886 -1.181 -5.158
C -1.003 -4.745 0.805
C 0.113 -5.640 0.255
C 0.490 -6.740 1.212
O 0.886 -6.308 2.486
C 1.287 -7.396 3.316
N -0.344 -6.262 -0.954
H -1.904 -5.269 1.122
H -1.322 -4.106 -0.018
H -0.541 -4.087 1.542
H 1.033 -5.061 0.179
H 1.257 -7.355 0.742
H -0.348 -7.433 1.280
H 0.363 -7.953 3.476
H 1.494 -7.052 4.329
H 2.074 -8.076 2.990
H 0.434 -6.872 -1.162
H -0.988 -7.019 -0.774
C -0.193 3.133 -4.082
C 1.047 3.611 -3.323
C 1.407 5.079 -3.549
O 0.367 5.937 -3.080
C 0.571 7.318 -3.210
N 0.868 3.444 -1.892
H -1.085 3.743 -3.939
H -0.299 2.102 -3.747
H 0.156 3.179 -5.114
H 1.861 2.923 -3.548
H 1.559 5.192 -4.622
H 2.395 5.229 -3.114
H 0.967 7.605 -4.184
H 1.229 7.756 -2.460
H -0.404 7.800 -3.134
H 0.546 2.495 -1.766
H 0.099 4.050 -1.646
C 4.833 2.803 1.110
C 4.350 2.924 -0.351
C 4.050 1.615 -1.014
O 5.164 0.789 -1.146
C 4.799 -0.449 -1.885
N 3.223 3.850 -0.210
H 5.792 2.284 1.109
H 4.174 2.199 1.734
H 5.004 3.750 1.622
H 5.102 3.527 -0.861
H 3.740 1.909 -2.017
H 3.293 1.105 -0.419
H 3.909 -0.924 -1.469
H 5.602 -1.184 -1.946
H 4.661 -0.141 -2.921
H 2.537 3.441 0.408
H 2.648 3.668 -1.019
*
```

Results of the Mulliken charge analysis, in e, for atoms 1 through 6: Cl -0.164; O -0.324; O 0.249; O -0.610; O -0.020; O -0.883